Computed, not measured: 2 unconnected molecules or ions with the total composition C5H12NS at a distorted geometry, with ωB97M-V/def2-TZVPD.

```
19
Properties=species:S:1:pos:R:3:forces:R:3
C -1.61743 -1.06242 0.17426 1.11 0.04 -1.09
C -0.81842 -0.01725 0.37824 0.07 -1.34 -0.51
C -1.15976 0.85880 1.61292 -0.02 -0.30 -1.52
C 2.13703 -0.39185 0.36420 -3.55 1.01 -2.85
C 0.35696 0.27514 -0.56839 2.04 -1.26 3.69
N 0.46133 -0.51903 -1.87433 0.50 0.13 1.79
S 0.41694 2.01534 -0.87427 0.98 0.46 -0.75
H -1.67310 -1.87521 -0.52591 1.04 0.01 -1.11
H -2.42357 -1.27830 0.76519 -1.89 0.17 2.10
H -1.43497 0.19326 2.45006 -0.29 0.57 -0.56
H -1.95073 1.57066 1.25288 0.44 -0.69 0.95
H -0.30391 1.42447 1.91591 0.51 0.45 0.30
H 1.89855 -0.18267 1.36138 0.52 1.11 1.19
H 2.24564 -1.42005 0.22897 -0.62 -2.08 -0.10
H 2.82433 -0.00620 -0.34703 0.90 1.54 0.47
H 0.80692 0.24206 -2.48460 -1.06 -0.95 -0.91
H -0.43459 -1.03338 -1.97530 0.25 0.76 -1.02
H 1.22002 -1.22513 -1.79155 -0.67 0.52 -0.01
H -0.55124 2.43174 -0.06264 -0.27 -0.17 -0.04
```
Forces are in eV/Å.

## Properties
Energy relative to the best compared isomer or geometry (same formula, charge and spin) ... 94.2 kcal/mol
Gap between HOMO and LUMO ... 9.64 eV
Highest occupied orbital energy ... -13.1451 eV
Net charge ... +1

***

Computed, not measured: a molecular structure, C5H12NS2 at a distorted geometry, with ωB97M-V/def2-TZVPD.

```
20
Properties=species:S:1:pos:R:3:forces:R:3
C -1.05041 -0.80923 -0.57121 -2.65 -0.54 0.07
C -2.33332 -0.22873 -0.00049 0.84 3.80 -0.99
C -0.02255 0.92704 0.65936 1.14 -1.60 4.44
C 0.94984 -0.31170 1.74500 -0.95 2.39 -2.11
C 1.22338 -0.22182 -1.20122 -1.87 0.99 -1.02
N -0.09782 0.27629 -0.65376 2.17 -2.38 1.77
S -1.76517 1.04065 1.29497 1.05 -0.60 -1.20
S 0.81148 2.54200 0.60193 0.15 -0.06 0.03
H -0.67665 -1.50425 0.13399 0.56 -0.86 0.35
H -1.31382 -1.30560 -1.51759 0.75 0.35 0.09
H -2.81895 0.42573 -0.81787 0.06 -1.53 1.45
H -2.92557 -0.82561 0.62243 -1.16 -1.36 -0.10
H 0.86639 -1.28919 1.27517 0.03 0.09 0.26
H 0.51084 -0.29032 2.71845 -0.60 0.09 0.37
H 1.99019 0.00859 1.83965 -0.19 0.05 -0.39
H 0.91830 -0.43697 -2.23319 0.79 -0.05 0.05
H 1.89357 0.63674 -1.14927 0.47 -0.67 0.11
H 1.38534 -1.14121 -0.68526 1.01 -0.23 0.28
H -0.37243 0.98999 -1.20016 -1.68 3.05 -3.11
H -0.13170 3.43879 1.03873 0.07 -0.95 -0.33
```
Forces are in eV/Å.

## Properties
Energy relative to the best compared isomer or geometry (same formula, charge and spin) ... 62.4 kcal/mol
Gap between HOMO and LUMO ... 10.07 eV
Highest occupied orbital energy ... -13.0650 eV
Net charge ... +1

***

Computed, not measured: a gas-phase ion, C5H12NS4 (charge +1) at a distorted geometry, with ωB97M-V/def2-TZVPD.

```
22
Properties=species:S:1:pos:R:3:forces:R:3
C 0.29006 0.85972 0.51228 -0.02 2.43 -2.90
C 1.22074 -1.28698 -0.45982 -2.73 0.30 -0.52
C -1.21471 -1.03653 0.16165 2.40 -0.61 0.45
C 1.33402 0.24457 -0.38762 0.81 -0.78 -2.35
C -2.10824 1.04166 0.98118 -3.19 -1.09 -1.91
N -1.07197 0.48290 0.05692 0.51 -3.27 5.52
S 2.06410 -2.32356 0.55369 0.11 -0.01 2.10
S -2.21672 -1.77589 -1.02377 -1.02 -0.35 0.24
S 3.04145 0.60463 0.21353 -0.68 1.41 0.17
S 1.01960 0.84886 -2.19239 0.77 -0.26 0.91
H 0.56046 0.46304 1.44662 -0.49 0.22 1.79
H 0.25175 1.99327 0.29579 0.75 -1.51 1.33
H 0.93990 -1.81592 -1.41775 0.52 1.07 1.03
H -1.34052 -1.40536 1.25267 0.24 0.86 -2.07
H -1.83483 1.95084 1.38050 0.98 2.04 0.75
H -3.01702 1.29000 0.26388 1.43 -0.96 1.96
H -2.32046 0.32170 1.85256 0.16 1.05 -1.76
H -1.12576 0.65984 -0.88088 -0.84 1.13 -3.16
H 1.91424 -1.57234 1.75098 0.44 -0.86 -1.38
H -1.41031 -1.82086 -2.07861 0.45 0.14 -0.22
H 2.86445 1.97345 0.44290 0.08 -1.22 -0.37
H 2.15977 0.30297 -2.72431 -0.67 0.25 0.38
```
Forces are in eV/Å.

## Properties
Energy relative to the best compared isomer or geometry (same formula, charge and spin) ... 46.9 kcal/mol
Gap between HOMO and LUMO (alpha / beta) ... 7.02 / 7.75 eV
Highest occupied orbital energy (alpha / beta) ... -11.5946 / -12.0988 eV
Net charge ... +1

***

Computed, not measured: 3 unconnected molecules or ions with the total composition C5H12O, with ωB97M-V/def2-TZVPD.

```
18
Properties=species:S:1:pos:R:3:forces:R:3
C 1.54733 -0.45777 1.35909 -0.01 0.04 0.04
C 0.25038 -1.13148 1.00560 -0.15 -0.04 0.10
C -0.91674 -0.88860 1.59863 0.22 -0.02 -0.03
C -2.13318 1.04271 -0.33933 0.19 0.26 -0.07
O -1.51168 2.03257 -0.63338 -0.41 -0.48 0.18
C 0.90724 0.52934 -2.18700 0.03 -0.05 -0.01
H 1.36666 0.43938 1.96340 0.07 -0.18 -0.12
H 2.11922 -0.17062 0.46476 -0.18 -0.09 0.28
H 2.17293 -1.14558 1.94634 -0.08 0.16 -0.16
H 0.29408 -1.89357 0.22565 0.00 0.07 0.15
H 0.90608 -0.15496 -1.33343 0.00 0.15 -0.25
H -1.81976 -1.43991 1.34214 0.19 0.09 0.02
H -0.99978 -0.12868 2.37481 0.00 -0.14 -0.09
H -2.10365 0.11529 -0.94911 0.04 0.23 0.03
H -2.77529 0.99223 0.56656 0.12 0.10 -0.18
H 0.72002 1.54281 -1.82805 0.06 -0.16 -0.08
H 0.10481 0.24232 -2.87240 0.14 0.06 0.07
H 1.87132 0.47452 -2.70428 -0.22 0.01 0.11
```
Forces are in eV/Å.

## Properties
Energy relative to the best compared isomer or geometry (same formula, charge and spin) ... 44.6 kcal/mol
SMILES ... C=CC.C=O.C
Gap between HOMO and LUMO ... 10.79 eV
Highest occupied orbital energy ... -9.9001 eV

***

Computed, not measured: 2 unconnected molecules or ions with the total composition C5H12O at a distorted geometry, with ωB97M-V/def2-TZVPD.

```
18
Properties=species:S:1:pos:R:3:forces:R:3
C 1.48682 -0.19519 2.49875 -0.15 0.77 0.06
C 0.82152 0.99688 1.86013 -0.17 -0.52 0.38
C 1.14986 2.23617 2.15908 0.44 0.49 0.21
H 0.67682 -0.70201 3.05584 0.80 -0.38 -0.27
H 1.99172 -0.78692 1.73859 -0.43 -0.55 0.00
H 2.29384 0.13263 3.16386 -0.35 -0.05 0.17
H -0.04325 0.74223 1.25683 0.07 0.26 -0.34
H 0.68764 3.13365 1.76781 -0.17 -0.17 -0.07
H 1.96577 2.38399 2.86607 -0.06 0.15 -0.17
C -0.96398 -0.38422 -2.41124 0.18 -0.41 -1.47
O 0.09289 -1.35155 -2.43753 -0.20 -0.12 0.09
C -2.14702 -1.20716 -1.90963 0.99 -0.58 0.48
H -0.58156 0.50175 -1.91856 -0.56 0.13 1.03
H -1.15387 0.01513 -3.43922 -0.12 -0.60 0.39
H 0.85077 -0.97124 -2.86421 0.57 0.26 -0.24
H -2.01660 -2.19065 -2.37626 -0.29 0.32 -0.55
H -1.98059 -1.53238 -0.86890 -0.47 0.83 -0.02
H -3.13076 -0.82111 -2.14141 -0.09 0.19 0.31
```
Forces are in eV/Å.

## Properties
Energy relative to the best compared isomer or geometry (same formula, charge and spin) ... 40.0 kcal/mol
SMILES ... C=CC.CCO
Gap between HOMO and LUMO ... 10.59 eV
Highest occupied orbital energy ... -9.6899 eV

***

Computed, not measured: 2 unconnected molecules or ions with the total composition C5H12O at a distorted geometry, with ωB97M-V/def2-TZVPD.

```
18
Properties=species:S:1:pos:R:3:forces:R:3
C 0.54842 2.14370 -0.90592 0.86 -0.15 1.63
C -0.64793 1.26794 -0.56472 0.60 0.35 -1.87
C -1.16433 1.48033 0.82146 -0.35 0.17 0.87
O -0.24794 -0.08515 -0.79671 -1.25 -0.54 0.82
H 0.95492 2.00590 -1.91398 -0.40 0.24 0.21
H 1.35090 1.87535 -0.17987 -0.24 -0.14 -0.56
H 0.35512 3.18165 -0.60200 -0.17 -0.08 -0.77
H -1.42233 1.46804 -1.33145 -0.09 0.24 0.54
H -1.47191 2.55567 0.96736 0.39 -1.16 0.09
H -0.46056 1.10223 1.61047 -0.33 0.72 -0.76
H -2.04530 0.84272 0.92011 -0.28 0.20 0.22
H -1.02050 -0.61527 -0.47460 1.18 0.26 -0.52
C 0.69554 -3.47698 0.14133 -0.64 0.87 0.87
C 1.16347 -2.34422 0.68396 -0.10 0.14 0.33
H 0.67932 -3.61333 -0.93814 -0.10 0.07 0.21
H 0.09862 -4.15517 0.75706 0.77 -0.37 -0.19
H 1.37073 -1.50766 0.01341 0.63 -0.33 0.32
H 1.26376 -2.12574 1.79222 -0.49 -0.50 -1.46
```
Forces are in eV/Å.

## Properties
Energy relative to the best compared isomer or geometry (same formula, charge and spin) ... 39.3 kcal/mol
SMILES ... CC(C)O.C=C
Gap between HOMO and LUMO ... 10.67 eV
Highest occupied orbital energy ... -9.7242 eV